Entry 1:
21
Properties=species:S:1:pos:R:3 method="wB97M-V/def2-TZVPD" smiles=CCCCC.C#C de_lowest_kj_mol=834.1 lumo_ev=1.12 orbital_gap_ev=9.257
C 1.8723 -1.2960 -0.2612
C 0.9455 -0.5634 0.6701
C -0.3826 -0.5300 -0.1223
C -1.4921 -0.0313 0.5321
C -2.6674 0.1872 -0.4114
C 1.8037 1.5295 -0.4442
C 0.9443 2.0382 0.2158
H 1.8654 -2.5019 -0.0240
H 1.7296 -1.1321 -1.4995
H 3.0776 -0.9938 -0.0418
H 1.3174 0.6183 0.6074
H 0.8356 -0.8496 1.7443
H -0.0628 0.1995 -0.8443
H -0.7831 -1.5294 -0.3205
H -1.3155 1.0410 1.0285
H -1.6073 -0.4013 1.4844
H -2.8652 -0.7421 -1.0703
H -3.7463 0.6318 0.0392
H -2.3318 0.8818 -1.3742
H 2.8550 1.1078 -0.5211
H 0.0077 2.3360 0.6130

Entry 2:
92
Properties=species:S:1:pos:R:3 method="wB97M-V/def2-TZVPD" total_charge=-1 de_lowest_kj_mol=221.8 lumo_ev=1.80 orbital_gap_ev=6.545
Tl 0.2993 0.7424 -0.9052
O 6.5921 0.7777 3.1633
C 5.4891 1.1306 3.5790
O 5.0647 1.3392 4.7178
C 4.3872 1.3022 2.4584
C 4.5434 0.7126 1.2140
C 3.4961 0.7544 0.3025
N 2.3052 1.2828 0.6182
C 2.1404 1.8528 1.8173
C 3.1855 1.9289 2.7363
C 0.7997 2.3647 2.1591
C 0.4331 2.6616 3.4760
C -0.8312 3.1628 3.7281
C -1.6983 3.3728 2.6657
C -1.2698 3.0083 1.4030
N -0.0738 2.5003 1.1608
C 3.6536 0.2651 -1.0755
C 4.8550 -0.2533 -1.5679
C 4.9610 -0.5560 -2.9121
C 3.8843 -0.3015 -3.7488
C 2.7213 0.1835 -3.1784
N 2.6011 0.4239 -1.8819
H 5.4858 0.2271 1.0158
H 3.0918 2.4125 3.6969
H 1.1156 2.4969 4.2945
H -1.1334 3.3983 4.7392
H -2.6826 3.7882 2.8173
H -1.9036 3.1385 0.5341
H 5.6964 -0.4103 -0.9149
H 5.8820 -0.9601 -3.3070
H 3.9411 -0.4809 -4.8106
H 1.8486 0.4058 -3.7775
C -1.8638 -4.8546 -0.8455
C -2.7418 -4.0852 -0.1037
C -2.3022 -2.9227 0.5010
C -0.9877 -2.4945 0.3578
C -0.1254 -3.2716 -0.4100
C -0.5494 -4.4458 -0.9984
Si -0.3136 -0.9423 1.2315
C -1.7816 -0.2196 2.2140
C -1.8091 -0.2211 3.6042
C -2.9087 0.2518 4.2973
C -4.0116 0.7264 3.6088
C -3.9976 0.7515 2.2243
C -2.8875 0.2938 1.5406
C 0.9017 -1.6446 2.5274
C 1.1514 -3.0118 2.6402
C 2.0549 -3.4959 3.5705
C 2.7496 -2.6245 4.3926
C 2.5008 -1.2653 4.3140
C 1.5666 -0.7964 3.4096
H -2.2035 -5.7690 -1.3094
H -3.7736 -4.3944 0.0055
H -2.9857 -2.3422 1.1040
H 0.8984 -2.9481 -0.5389
H 0.1399 -5.0460 -1.5767
H -0.9635 -0.6101 4.1518
H -2.9128 0.2451 5.3789
H -4.8829 1.0709 4.1474
H -4.8520 1.1312 1.6796
H -2.8822 0.3158 0.4596
H 0.6291 -3.7090 1.9998
H 2.2307 -4.5621 3.6479
H 3.4853 -2.9998 5.0906
H 3.0447 -0.5747 4.9431
H 1.3561 0.2582 3.3777
Te 0.8426 3.5157 -1.7941
C -0.6022 4.2802 -3.1388
C -0.7664 5.5834 -3.5040
C -1.7180 5.7683 -4.5314
C -2.2870 4.6038 -4.9306
S -1.6615 3.2600 -4.0526
H -0.2142 6.3900 -3.0503
H -1.9569 6.7284 -4.9612
H -3.0335 4.4308 -5.6808
C -4.5917 -0.7554 -3.5801
C -4.0280 0.2542 -2.7871
C -2.6893 0.2460 -2.5172
C -1.8404 -0.7710 -3.0002
C -0.4544 -0.7886 -2.6925
C 0.2965 -1.8217 -3.1999
C -0.2605 -2.8165 -4.0230
C -1.5919 -2.8069 -4.3234
C -2.4189 -1.7867 -3.8144
C -3.8001 -1.7449 -4.0911
H -5.6515 -0.7385 -3.7916
H -4.6580 1.0441 -2.4033
H -2.2522 1.0528 -1.9356
H 1.3541 -1.9016 -2.9719
H 0.3812 -3.5972 -4.4109
H -2.0292 -3.5847 -4.9388
H -4.2198 -2.5102 -4.7314

Entry 3:
118
Properties=species:S:1:pos:R:3 method="wB97M-V/def2-TZVPD" lumo_ev=-4.67 orbital_gap_ev=3.890
Al -0.2683 0.2887 -0.2744
C 1.6746 -3.2266 1.3638
O 1.6059 -2.5489 2.6876
O 0.8949 -2.4710 0.4597
C 3.0631 -3.6806 0.9064
F 3.7941 -2.6687 0.4477
F 3.7553 -4.2550 1.9285
F 3.0172 -4.5634 -0.0212
C 1.5231 -3.3849 3.8003
C 1.4996 -2.6131 5.1216
H 1.7349 -3.3565 5.8832
H 2.3391 -1.9197 5.1729
H 0.5457 -2.1014 5.2497
H 2.3826 -4.0504 3.8810
H 0.6925 -4.0860 3.7187
H 1.2187 -4.2058 1.5102
C 0.2099 1.8160 -4.3103
O 0.1306 0.4654 -4.8260
O -0.1184 1.6861 -2.9274
C 1.5875 2.5239 -4.7161
F 1.9272 3.5649 -3.8363
F 2.6609 1.6305 -4.7117
F 1.4907 3.0461 -5.9144
C 0.0449 0.2944 -6.2777
C 0.0970 -1.2249 -6.5076
H -0.4365 -1.7482 -5.7141
H -0.2256 -1.5315 -7.5026
H 1.1596 -1.4525 -6.4220
H 0.8171 0.6778 -6.9447
H -0.9212 0.5837 -6.6913
H -0.5850 2.3635 -4.8167
C -3.7322 2.3744 1.7309
O -4.1332 1.0714 2.3250
O -2.4515 2.1236 1.1116
C -4.8391 3.2414 1.0148
F -5.5128 4.0026 1.8502
F -4.3018 4.1677 0.1978
F -5.7363 2.5922 0.2484
C -5.3227 1.0537 3.1371
C -5.3112 -0.2753 4.0125
H -5.4098 -1.1072 3.3151
H -4.3752 -0.4393 4.5466
H -6.1760 -0.3346 4.6733
H -6.2143 1.0413 2.5101
H -5.4402 1.8757 3.8431
H -3.5698 2.9956 2.6117
C 3.3150 2.0895 -1.1647
C 3.5787 1.2472 0.0899
O 2.3779 1.0431 0.8318
H 3.0055 3.1128 -0.9523
H 2.5155 1.6459 -1.7582
H 4.1452 2.0846 -1.8710
H 4.2792 1.8220 0.6958
H 4.0516 0.3089 -0.2002
H 2.6500 0.9898 1.7508
C 4.5050 -0.9613 2.8953
C 4.7764 0.2770 3.7220
O 3.7449 1.1732 3.3606
H 5.3954 -1.5849 2.8150
H 4.0946 -0.7613 1.9055
H 3.7815 -1.4874 3.5181
H 5.7490 0.7243 3.5169
H 4.7023 -0.0229 4.7673
H 3.7547 1.9027 3.9845
C 4.1275 -1.9605 -2.4556
C 2.9765 -0.9873 -2.7624
O 2.1811 -0.8583 -1.6014
H 3.8511 -2.9675 -2.1430
H 4.9036 -1.6425 -1.7596
H 4.7844 -2.1149 -3.3116
H 2.3914 -1.4581 -3.5524
H 3.2376 -0.0182 -3.1877
H 2.1152 -1.7481 -1.2470
C -1.7410 -3.4373 -1.9566
C -1.4374 -2.5171 -3.1488
O -0.7931 -1.3034 -2.8201
H -2.4413 -2.9232 -1.2983
H -0.8037 -3.6043 -1.4259
H -2.0493 -4.4000 -2.3644
H -2.3259 -2.3950 -3.7683
H -0.7093 -2.9628 -3.8265
H -0.5689 -0.8462 -3.6340
C -2.6359 -3.2820 1.8126
C -2.2086 -1.9875 2.5718
O -2.3265 -0.9593 1.6111
H -3.7089 -3.3052 1.6224
H -2.3904 -4.2021 2.3428
H -2.2408 -3.3027 0.7969
H -1.1432 -2.0517 2.7933
H -2.7048 -1.7366 3.5093
H -2.8709 -0.2571 1.9746
C 0.5152 2.2253 3.5486
C 0.4258 0.7090 3.7905
O 0.5292 0.0160 2.6025
H 0.3076 2.6854 4.5147
H -0.2517 2.4202 2.7990
H 1.4897 2.5080 3.1505
H -0.5115 0.3363 4.2035
H 1.1563 0.3308 4.5057
H 0.9698 -0.8058 2.8306
C -3.8649 0.5176 -3.4821
C -3.7482 1.0336 -2.0671
O -3.2372 -0.0019 -1.2520
H -4.0548 1.2834 -4.2341
H -4.5885 -0.2911 -3.5852
H -2.9044 0.0658 -3.7300
H -4.7340 1.3702 -1.7462
H -2.9813 1.8035 -1.9826
H -3.9221 -0.6724 -1.1976
C -0.1317 5.2691 -1.3078
C -0.5561 4.1934 -0.3156
O 0.5393 3.3361 -0.0026
H 0.6079 5.9571 -0.8983
H -0.9521 5.9257 -1.5974
H 0.2568 4.8626 -2.2415
H -1.4658 3.7419 -0.7115
H -0.8511 4.6903 0.6086
H 1.2809 3.8795 0.2737